ORCA calculation (ωB97M-V/def2-TZVPD) on C7H24LiN6O7 as an isolated structure.

Output
frontier orbital gap: 0.380 Ha
LUMO: -2.0 eV
multiplicity: 1
molar mass: 311.245 g mol⁻¹
ΔE to the lowest compared entry with this formula, charge and spin: 0.000 eV
total charge: +1

Geometry as XYZ:
```
45
Properties=species:S:1:pos:R:3:nbo_charge:R:1
O 0.723 -2.176 -0.782 -0.761
O 0.091 -0.939 2.360 -0.741
O -1.385 0.277 -1.192 -0.711
O 1.443 0.436 -0.642 -0.768
O -0.810 1.968 1.343 -0.762
O 2.472 -1.900 -3.084 -0.746
O -1.681 4.083 3.009 -0.740
N -2.138 1.270 -3.091 -0.832
N 2.549 2.429 -0.580 -0.815
N 2.964 0.860 -2.229 -0.833
N 0.346 -2.323 4.137 -0.831
N -3.594 0.833 -1.360 -0.837
N 0.306 -3.154 1.975 -0.843
C 2.492 -3.032 -2.221 -0.099
C 1.113 -3.204 -1.663 -0.082
C -2.309 0.770 -1.818 0.796
C -2.163 2.306 1.517 -0.082
C 2.289 1.212 -1.112 0.804
C -2.423 2.860 2.870 -0.095
C 0.225 -2.074 2.803 0.792
Li -0.090 0.264 0.490 0.902
H -1.218 1.577 -3.342 0.411
H 0.392 -3.314 -2.483 0.177
H 0.333 -2.959 0.985 0.441
H 3.159 -2.805 -1.382 0.173
H -3.758 0.309 -0.520 0.405
H -2.100 2.201 3.683 0.177
H 0.219 -3.242 4.519 0.395
H -2.948 1.647 -3.551 0.390
H 1.140 -1.355 -1.082 0.507
H 0.163 -1.525 4.718 0.408
H -3.491 3.037 3.045 0.179
H 3.283 2.964 -1.014 0.395
H 0.349 -4.057 2.408 0.389
H 2.084 2.848 0.199 0.413
H -1.737 4.375 3.922 0.481
H -2.759 1.394 1.427 0.185
H 3.773 1.370 -2.530 0.397
H -2.549 2.944 0.716 0.184
H 2.631 0.034 -2.700 0.437
H -4.374 1.027 -1.962 0.401
H 1.079 -4.166 -1.139 0.178
H 2.775 -3.981 -2.677 0.188
H -0.207 2.695 1.515 0.494
H 3.340 -1.787 -3.484 0.479
```